Entry from the OMol25 dataset: a cluster of 6 separate species, C24H52NO13S5 in total (wB97M-V/def2-TZVPD).

Last columns: bonded neighbours and bond lengths (Å).
Geometry (Å):
1 N 1.968 -1.971 0.469  C2 1.511, H9 1.020, H10 1.020, H11 1.035
2 C 1.388 -0.995 1.467  N1 1.511, O3 1.368, H12 1.081, H13 1.087
3 O 0.317 -0.342 0.921  C2 1.368, C4 1.444
4 C -0.951 -1.010 1.099  O3 1.444, O5 1.378, H14 1.089, H15 1.096
5 O -1.660 -0.685 -0.036  C4 1.378, C6 1.441
6 C -3.083 -0.909 0.011  O5 1.441, C7 1.529, H16 1.086, H17 1.085
7 C -3.584 -1.967 0.994  C6 1.529, O8 1.424, H18 1.083, H19 1.088
8 O -4.961 -2.202 0.718  C7 1.424, H20 0.972
9 H 1.250 -2.535 0.015  N1 1.020
10 H 2.493 -1.493 -0.264  N1 1.020
11 H 2.604 -2.621 0.963  N1 1.035
12 H 2.161 -0.277 1.702  C2 1.081
13 H 1.144 -1.558 2.363  C2 1.087
14 H -1.373 -0.599 2.014  C4 1.089
15 H -0.748 -2.085 1.171  C4 1.096
16 H -3.582 0.032 0.225  C6 1.086
17 H -3.360 -1.243 -0.983  C6 1.085
18 H -3.550 -1.572 2.002  C7 1.083
19 H -3.028 -2.899 0.916  C7 1.088
20 H -5.016 -2.832 -0.020  O8 0.972
21 C -0.212 4.490 0.706  C22 1.534, C27 1.525, H28 1.089, H29 1.092
22 C 0.381 4.680 2.108  C21 1.534, C23 1.535, H30 1.088, H31 1.089
23 C -0.626 4.116 3.121  C22 1.535, S24 1.792, H32 1.087, H33 1.088
24 S -1.503 2.817 2.252  C23 1.792, O25 1.440, O26 1.447, C27 1.786
25 O -2.892 3.173 2.121  S24 1.440
26 O -1.111 1.538 2.803  S24 1.447
27 C -0.701 3.045 0.672  C21 1.525, S24 1.786, H34 1.088, H35 1.090
28 H 0.527 4.670 -0.073  C21 1.089
29 H -1.043 5.180 0.546  C21 1.092
30 H 1.310 4.117 2.172  C22 1.088
31 H 0.600 5.726 2.319  C22 1.089
32 H -0.140 3.676 3.988  C23 1.087
33 H -1.354 4.858 3.442  C23 1.088
34 H -1.413 2.831 -0.123  C27 1.088
35 H 0.134 2.346 0.630  C27 1.090
36 C 5.909 3.236 3.372  C37 1.535, C42 1.526, H43 1.088, H44 1.092
37 C 5.750 2.242 4.531  C36 1.535, C38 1.535, H45 1.091, H46 1.088
38 C 4.371 1.585 4.385  C37 1.535, S39 1.794, H47 1.087, H48 1.088
39 S 3.996 1.617 2.631  C38 1.794, O40 1.443, O41 1.450, C42 1.786
40 O 2.845 2.459 2.411  S39 1.443
41 O 4.008 0.268 2.100  S39 1.450
42 C 5.467 2.488 2.117  C36 1.526, S39 1.786, H49 1.087, H50 1.090
43 H 6.933 3.591 3.280  C36 1.088
44 H 5.266 4.104 3.533  C36 1.092
45 H 6.530 1.482 4.470  C37 1.091
46 H 5.846 2.731 5.499  C37 1.088
47 H 4.358 0.553 4.725  C38 1.087
48 H 3.592 2.151 4.892  C38 1.088
49 H 5.224 3.135 1.277  C42 1.087
50 H 6.202 1.742 1.815  C42 1.090
51 C -0.224 0.527 -2.865  C52 1.533, C57 1.526, H58 1.089, H59 1.092
52 C -0.694 -0.429 -3.967  C51 1.533, C53 1.533, H60 1.095, H61 1.084
53 C -0.144 0.101 -5.296  C52 1.533, S54 1.795, H62 1.087, H63 1.085
54 S 1.371 0.977 -4.897  C53 1.795, O55 1.441, O56 1.443, C57 1.790
55 O 1.196 2.375 -5.198  S54 1.441
56 O 2.514 0.249 -5.392  S54 1.443
57 C 1.259 0.769 -3.123  C51 1.526, S54 1.790, H64 1.088, H65 1.091
58 H -0.395 0.119 -1.870  C51 1.089
59 H -0.778 1.466 -2.939  C51 1.092
60 H -0.296 -1.432 -3.781  C52 1.095
61 H -1.775 -0.504 -3.993  C52 1.084
62 H 0.090 -0.697 -5.997  C53 1.087
63 H -0.822 0.811 -5.757  C53 1.085
64 H 1.658 1.654 -2.633  C57 1.088
65 H 1.858 -0.105 -2.864  C57 1.091
66 C -5.988 2.329 -5.989  C67 1.535, C72 1.526, H73 1.088, H74 1.092
67 C -6.619 1.411 -4.934  C66 1.535, C68 1.535, H75 1.091, H76 1.088
68 C -5.482 0.613 -4.283  C67 1.535, S69 1.797, H77 1.087, H78 1.088
69 S -4.018 1.648 -4.406  C68 1.797, O70 1.445, O71 1.443, C72 1.786
70 O -3.067 0.994 -5.276  S69 1.445
71 O -3.624 2.097 -3.093  S69 1.443
72 C -4.788 2.982 -5.310  C66 1.526, S69 1.786, H79 1.087, H80 1.089
73 H -6.693 3.075 -6.351  C66 1.088
74 H -5.655 1.739 -6.846  C66 1.092
75 H -7.124 2.016 -4.178  C67 1.091
76 H -7.362 0.745 -5.369  C67 1.088
77 H -5.667 0.399 -3.233  C68 1.087
78 H -5.274 -0.310 -4.821  C68 1.088
79 H -4.065 3.408 -6.002  C72 1.087
80 H -5.099 3.731 -4.582  C72 1.089
81 C 2.258 -7.340 2.158  C82 1.535, C87 1.527, H88 1.088, H89 1.092
82 C 2.033 -7.203 3.670  C81 1.535, C83 1.535, H90 1.091, H91 1.088
83 C 2.205 -5.720 4.029  C82 1.535, S84 1.790, H92 1.087, H93 1.088
84 S 1.742 -4.808 2.559  C83 1.790, O85 1.456, O86 1.444, C87 1.787
85 O 2.908 -4.095 2.058  S84 1.456
86 O 0.515 -4.076 2.769  S84 1.444
87 C 1.439 -6.224 1.513  C81 1.527, S84 1.787, H94 1.088, H95 1.090
88 H 1.952 -8.316 1.788  C81 1.088
89 H 3.316 -7.208 1.924  C81 1.092
90 H 1.023 -7.528 3.922  C82 1.091
91 H 2.727 -7.820 4.237  C82 1.088
92 H 1.560 -5.405 4.845  C83 1.087
93 H 3.239 -5.470 4.256  C83 1.088
94 H 1.737 -5.994 0.492  C87 1.088
95 H 0.370 -6.433 1.555  C87 1.090

Results
Total charge: +1
Gap between HOMO and LUMO: 9.2 eV
LUMO level: -2.404 eV
Electronic energy: -108007.3598 eV
Strongest force on any atom: 0.0187 hartree/bohr
HOMO energy: -11.6208 eV



Entry from the OMol25 dataset: a cluster of 4 separate species, C24H53FNO5 in total (wB97M-V/def2-TZVPD).

Last columns: bonded neighbours and bond lengths (Å).
Geometry (Å):
1 C -1.718 -2.527 2.269  C2 1.673, H17 1.170, H18 1.174, H19 1.182
2 C -1.288 -1.600 3.592  C1 1.673, C3 1.639, H20 1.194, H21 1.170
3 C -1.600 -0.043 3.185  C2 1.639, C4 1.638, H22 1.172, H23 1.194
4 C -1.955 0.951 4.438  C3 1.638, C5 1.638, H24 1.188, H25 1.193
5 C -1.105 0.679 5.812  C4 1.638, C6 1.639, H26 1.187, H27 1.192
6 C 0.508 0.944 5.702  C5 1.639, C7 1.638, H28 1.194, H29 1.170
7 C 0.941 2.479 5.330  C6 1.638, C8 1.639, H30 1.174, H31 1.194
8 C 0.906 2.849 3.734  C7 1.639, C9 1.639, H32 1.194, H33 1.171
9 C 2.357 2.796 2.973  C8 1.639, C10 1.644, H34 1.194, H35 1.194
10 C 3.290 1.496 3.349  C9 1.644, C11 1.657, H36 1.194, H37 1.170
11 C 4.559 1.858 4.350  C10 1.657, C12 1.648, H38 1.185, H39 1.186
12 C 5.692 0.662 4.402  C11 1.648, F13 1.507, O14 1.500
13 F 6.483 0.840 5.672  C12 1.507
14 O 5.028 -0.670 4.585  C12 1.500, N15 1.353
15 N 5.902 -1.540 4.028  O14 1.353, O16 1.220
16 O 5.355 -2.588 3.724  N15 1.220
17 H -2.642 -2.100 1.692  C1 1.170
18 H -0.848 -2.640 1.490  C1 1.174
19 H -2.019 -3.606 2.645  C1 1.182
20 H -0.112 -1.776 3.702  C2 1.194
21 H -1.838 -1.988 4.550  C2 1.170
22 H -0.732 0.324 2.488  C3 1.172
23 H -2.575 -0.071 2.498  C3 1.194
24 H -1.907 2.100 4.139  C4 1.188
25 H -3.101 0.757 4.705  C4 1.193
26 H -1.255 -0.427 6.219  C5 1.187
27 H -1.566 1.383 6.656  C5 1.192
28 H 0.954 0.727 6.788  C6 1.194
29 H 0.950 0.115 5.005  C6 1.170
30 H 0.353 3.317 5.905  C7 1.174
31 H 2.079 2.596 5.672  C7 1.194
32 H 0.539 3.983 3.666  C8 1.194
33 H 0.144 2.226 3.100  C8 1.171
34 H 2.150 2.718 1.800  C9 1.194
35 H 2.961 3.819 3.097  C9 1.194
36 H 3.780 1.121 2.327  C10 1.194
37 H 2.668 0.591 3.752  C10 1.170
38 H 5.054 2.870 3.984  C11 1.185
39 H 4.225 2.046 5.473  C11 1.186
40 C 2.376 1.237 -2.648  C41 1.520, H45 1.095, H46 1.094, H47 1.093
41 C 3.210 0.836 -1.442  C40 1.520, O42 1.424, H48 1.095, H49 1.094
42 O 2.433 0.548 -0.285  C41 1.424, C43 1.426
43 C 1.492 -0.518 -0.397  O42 1.426, C44 1.520, H50 1.094, H51 1.094
44 C 2.132 -1.855 -0.733  C43 1.520, H52 1.092, H53 1.096, H54 1.095
45 H 1.751 2.104 -2.411  C40 1.095
46 H 3.024 1.490 -3.492  C40 1.094
47 H 1.709 0.432 -2.968  C40 1.093
48 H 3.869 1.670 -1.177  C41 1.095
49 H 3.865 -0.009 -1.678  C41 1.094
50 H 0.714 -0.260 -1.121  C43 1.094
51 H 0.995 -0.601 0.575  C43 1.094
52 H 2.630 -1.837 -1.705  C44 1.092
53 H 1.372 -2.645 -0.761  C44 1.096
54 H 2.884 -2.120 0.017  C44 1.095
55 C -0.752 -1.705 -6.971  C56 1.520, H60 1.095, H61 1.094, H62 1.093
56 C -0.928 -0.950 -5.664  C55 1.520, O57 1.424, H63 1.095, H64 1.094
57 O 0.079 0.030 -5.435  C56 1.424, C58 1.426
58 C 0.185 1.074 -6.400  O57 1.426, C59 1.520, H65 1.094, H66 1.094
59 C -1.084 1.899 -6.538  C58 1.520, H67 1.092, H68 1.096, H69 1.095
60 H 0.232 -2.186 -7.008  C55 1.095
61 H -1.523 -2.474 -7.075  C55 1.094
62 H -0.822 -1.042 -7.838  C55 1.093
63 H -0.865 -1.664 -4.835  C56 1.095
64 H -1.921 -0.494 -5.602  C56 1.094
65 H 0.497 0.666 -7.366  C58 1.094
66 H 0.995 1.729 -6.065  C58 1.094
67 H -1.926 1.298 -6.888  C59 1.092
68 H -0.933 2.713 -7.256  C59 1.096
69 H -1.368 2.332 -5.573  C59 1.095
70 C -2.714 -0.814 -2.313  C71 1.520, H75 1.095, H76 1.094, H77 1.093
71 C -3.162 -2.216 -2.693  C70 1.520, O72 1.424, H78 1.095, H79 1.094
72 O -4.355 -2.629 -2.034  C71 1.424, C73 1.426
73 C -5.520 -1.842 -2.271  O72 1.426, C74 1.520, H80 1.094, H81 1.094
74 C -5.926 -1.790 -3.735  C73 1.520, H82 1.092, H83 1.096, H84 1.095
75 H -2.571 -0.738 -1.230  C70 1.095
76 H -1.772 -0.566 -2.811  C70 1.094
77 H -3.452 -0.059 -2.598  C70 1.093
78 H -2.380 -2.926 -2.400  C71 1.095
79 H -3.275 -2.314 -3.777  C71 1.094
80 H -5.385 -0.836 -1.863  C73 1.094
81 H -6.331 -2.302 -1.698  C73 1.094
82 H -5.158 -1.322 -4.356  C74 1.092
83 H -6.849 -1.213 -3.854  C74 1.096
84 H -6.092 -2.800 -4.123  C74 1.095

Results
Total charge: -1
Gap between HOMO and LUMO: 4.1 eV
LUMO level: 1.866 eV
Electronic energy: -40183.0148 eV
Strongest force on any atom: 0.0521 hartree/bohr
Relative energy (zero: lowest compared OMol25 entry of this formula, charge and spin): 107.2 kcal/mol
HOMO energy: -2.1986 eV